No. 1
ORCA calculation (ωB97M-V with the def2-TZVPD basis set) on C16H18Cl3ErN3OSSi as an isolated structure.

Results
charge	+1
spin multiplicity	4
frontier orbital gap (spin up / spin down)	6.90 / 6.91	eV
HOMO (spin up / spin down)	-11.42 / -11.43	eV
energy	-107303.2268	eV
⟨S²⟩	3.752

Last column: Löwdin spin population.
Element x y z (Å)
Er1 -1.46046 -0.89621 -0.30069  3.02
Cl1 -2.60149 -2.72787 1.18754  0.00
Cl2 -4.14106 -0.33030 -0.08510  0.00
Cl3 -5.57784 -3.38201 0.26069  0.00
S1 -0.86039 1.09463 -2.37926  0.00
Si1 -4.64709 -2.08914 1.59330  0.00
O1 -0.98414 0.48203 1.25566  0.00
N1 0.67484 -1.09431 0.35243  0.00
N2 1.20578 -0.25000 1.26890  0.00
N3 -0.56752 -2.32811 -1.76848  -0.01
C1 1.73963 1.87849 3.37694  0.00
C2 1.47566 -1.69621 -0.51537  0.00
C3 -0.60317 -3.69710 -3.70328  0.00
C4 -1.24668 -2.91529 -2.77487  0.00
C5 2.96403 -1.71388 -0.33487  0.00
C6 0.74522 1.84958 -2.17196  0.00
C7 1.79756 2.74557 4.46355  0.00
C8 0.66831 3.48879 4.85291  0.00
C9 -1.91870 2.53607 -1.99363  0.00
C10 1.46071 -2.98529 -2.70334  0.00
C11 0.83202 -3.61594 -3.73956  0.00
C12 0.47773 1.61946 2.76594  0.00
C13 -0.51530 3.38104 4.17084  0.00
C14 0.24835 0.54220 1.76089  0.00
C15 0.76960 -2.25354 -1.70568  0.00
C16 -0.59486 2.45669 3.14187  0.00
H1 1.44209 -4.17043 -4.51158  0.00
H2 -1.49318 2.42241 2.56390  0.00
H3 2.65229 1.40241 3.07122  0.00
H4 0.80375 4.20444 5.67046  0.00
H5 0.92040 2.33148 -1.20591  0.00
H6 3.56922 -1.13361 -1.06963  0.00
H7 2.64710 2.89519 5.16463  0.00
H8 -2.85980 2.19212 -1.54043  0.00
H9 -1.20749 -4.28080 -4.35141  0.00
H10 -1.32677 4.00810 4.58874  0.00
H11 1.54819 1.03127 -2.28519  0.00
H12 2.52464 -2.88534 -2.82515  0.00
H13 -2.14426 3.07039 -2.86777  0.00
H14 3.39270 -2.74845 -0.32829  0.00
H15 -2.33744 -2.84919 -2.81510  0.00
H16 -1.53011 3.27589 -1.22947  0.00
H17 3.19401 -1.41303 0.70865  0.00
H18 0.86392 2.54780 -3.01307  0.00

Forces on atoms 1 to 6 (eV/Å):
-2.964 1.835 1.045
1.432 -1.065 0.114
0.273 0.081 -0.219
-0.086 -0.148 -0.174
-0.627 0.469 0.653
-0.931 0.825 0.062

No. 2
ORCA calculation (ωB97M-V with the def2-TZVPD basis set) on an isolated molecule of C16H18ClN3O2.

Results
frontier orbital gap	8.39	eV
HOMO	-8.19	eV
energy	-37971.4725	eV

Last column: natural (NBO) charge in e.
Element x y z (Å)
Cl1 -2.66553 2.63065 -1.57012  0.02
O1 -2.16246 -1.24342 0.69141  -0.56
O2 3.47495 2.13046 1.29748  -0.50
N1 1.89660 -0.78538 0.35460  -0.42
N2 -0.22910 -1.41931 -3.02837  -0.70
N3 1.82970 -1.09375 -1.96288  -0.52
C1 1.22085 1.86062 0.53638  -0.18
C2 2.52469 -0.07902 1.44768  -0.31
C3 1.21661 2.30242 -0.78358  -0.17
C4 -1.17238 2.36902 -0.75326  -0.03
C5 -3.99417 -1.01777 2.19853  -0.62
C6 -0.19840 -1.29790 -0.65905  -0.13
C7 0.02223 2.54278 -1.43542  -0.21
C8 2.47614 -0.83567 -0.89388  0.48
C9 -1.67225 -1.52860 -0.59678  -0.08
C10 0.45091 -1.27989 -1.96377  0.39
C11 -1.18184 1.98511 0.57925  -0.23
C12 0.54222 -1.05048 0.43106  0.03
C13 3.95066 -0.60495 -0.99258  -0.67
C14 2.50886 1.43050 1.14327  0.58
C15 -3.56955 -1.31852 0.76999  -0.05
C16 0.01375 1.71579 1.21497  -0.13
H1 0.00684 1.41306 2.25118  0.21
H2 1.95719 -0.26415 2.36347  0.23
H3 -3.66480 -0.02264 2.48471  0.20
H4 4.24668 -0.74287 -2.02781  0.25
H5 3.55396 -0.41059 1.60079  0.24
H6 4.49173 -1.31586 -0.37003  0.23
H7 -3.90819 -2.32424 0.47572  0.16
H8 -2.14569 -0.88416 -1.35308  0.20
H9 2.15183 2.42541 -1.30853  0.23
H10 -3.54592 -1.73823 2.87725  0.21
H11 0.34578 -1.38313 -3.86613  0.35
H12 -4.02041 -0.59430 0.07318  0.17
H13 -2.11687 1.87056 1.10261  0.23
H14 4.21567 0.40313 -0.67945  0.23
H15 0.01711 2.85131 -2.46856  0.24
H16 -1.89687 -2.56985 -0.88002  0.19
H17 0.10518 -1.05345 1.41646  0.23
H18 -5.07567 -1.07273 2.28330  0.21

Forces on atoms 1 to 6 (eV/Å):
-0.250 0.041 -0.124
0.142 0.023 0.225
0.015 0.035 -0.045
-0.058 -0.366 -0.122
-0.564 -0.121 -0.192
0.262 -0.044 -0.568

No. 3
ORCA calculation (ωB97M-V with the def2-TZVPD basis set) on an isolated molecule of C16H18ClN7O2.

Results
frontier orbital gap	7.60	eV
HOMO	-8.37	eV
energy	-43928.6810	eV

Last column: natural (NBO) charge in e.
Element x y z (Å)
Cl1 -0.80131 -0.14309 -3.23477  0.00
O1 -2.35709 -0.77682 -5.71433  -0.65
O2 4.74076 -2.85049 1.67671  -0.71
N1 -0.25691 2.15357 1.07501  -0.53
N2 -0.72041 3.74509 -0.69100  -0.34
N3 -2.09599 0.57906 -0.55154  -0.25
N4 2.84753 -2.06436 3.70371  -0.88
N5 0.26623 0.15754 2.40282  -0.43
N6 -3.56020 1.08620 -5.71344  -0.48
N7 -1.51758 3.72792 -1.89662  -0.19
C1 -3.47736 2.83431 -4.05809  -0.26
C2 -2.64409 0.41110 -5.08285  0.45
C3 0.90979 -2.26978 2.12562  -0.43
C4 -0.45094 0.83240 1.39514  0.41
C5 3.35588 -2.83038 1.28820  -0.05
C6 -1.44442 0.11330 0.67205  -0.18
C7 2.65397 -0.52401 1.97726  -0.43
C8 2.43725 -1.95268 2.26345  0.10
C9 -0.89195 2.53255 -0.13869  0.31
C10 1.68703 0.47160 2.55104  -0.21
C11 -1.73457 1.75044 -0.96663  0.05
C12 -2.07363 2.55075 -2.04810  0.07
C13 -2.11758 0.84278 -3.90859  -0.08
C14 -3.86899 2.28521 -5.24352  0.06
C15 -0.00122 -1.30136 2.86451  -0.21
C16 -2.64458 2.02473 -3.28240  0.00
H1 -3.03650 -0.74403 -6.41040  0.49
H2 0.75920 -2.29366 1.07742  0.22
H3 1.91725 1.35172 2.07923  0.21
H4 3.03345 -3.90003 1.32021  0.16
H5 0.71865 -3.24519 2.62004  0.22
H6 0.18564 2.89632 1.65061  0.45
H7 -4.60437 2.80995 -5.84744  0.19
H8 2.57584 -0.38954 0.84773  0.20
H9 4.73037 -2.99143 2.64168  0.47
H10 -3.94977 3.74373 -3.65370  0.24
H11 -1.03361 -1.70888 2.65007  0.23
H12 2.92029 -3.02590 3.99681  0.36
H13 0.18920 -1.42761 3.93949  0.21
H14 1.88627 0.60709 3.65440  0.18
H15 2.18750 -1.52681 4.33377  0.37
H16 3.66212 -0.25502 2.19814  0.25
H17 3.30311 -2.45245 0.30155  0.19
H18 -1.68426 -0.83384 1.13546  0.21

Forces on atoms 1 to 6 (eV/Å):
-0.653 0.620 -0.333
0.037 0.771 0.874
-0.777 0.419 0.388
-0.877 -0.392 -1.501
-1.443 -1.418 -0.114
0.863 -2.469 3.525

No. 4
ORCA calculation (ωB97M-V with the def2-TZVPD basis set) on C16H18CoF3N3O5S as an isolated structure.

Results
charge	+1
spin multiplicity	5
frontier orbital gap (spin up / spin down)	9.13 / 5.58	eV
HOMO (spin up / spin down)	-12.12 / -12.14	eV
energy	-88202.1589	eV
⟨S²⟩	6.013

Last column: Löwdin spin population.
Element x y z (Å)
Co1 -0.13193 0.00891 0.28932  2.74
S1 -0.26080 -0.78825 -2.04606  0.05
F1 6.77901 -0.37133 0.56241  0.00
F2 6.32780 1.00597 2.17205  0.00
F3 6.59354 1.74707 0.15712  0.00
O1 -1.29293 0.96517 4.14709  0.49
O2 -1.73962 -1.35905 0.69426  0.04
O3 -0.07472 0.26055 2.35575  0.10
O4 -2.85513 2.74982 1.25979  0.03
O5 -1.36461 1.51218 0.13302  0.07
N1 -0.50556 1.85817 -2.47110  0.00
N2 1.91220 0.39122 0.17096  0.03
N3 -0.11507 0.56400 -4.30709  0.00
C1 0.19995 -0.65735 -5.04369  0.00
C2 -4.02079 -1.84961 0.70632  0.00
C3 -3.03440 -0.74176 0.35920  0.01
C4 2.42612 1.46250 0.79723  0.00
C5 -3.10662 0.39198 1.40248  0.03
C6 4.10511 -0.52797 -0.01139  0.00
C7 -2.48607 -0.31431 2.61340  0.19
C8 3.77310 1.59959 1.03436  0.00
C9 2.73927 -0.58282 -0.22603  0.01
C10 4.61932 0.58118 0.62769  0.00
C11 6.10347 0.73402 0.88047  0.00
C12 -0.29855 0.64168 -2.98838  0.01
C13 -2.39898 1.69156 0.91739  0.02
C14 -3.32690 -2.52744 1.91855  0.02
C15 -1.04361 0.41903 3.08915  0.11
C16 -2.06157 -1.67980 2.07115  0.03
H1 -3.92979 -2.54684 2.82506  0.00
H2 -1.21735 -2.15499 2.55802  0.00
H3 -4.14201 -2.54353 -0.12221  0.00
H4 -0.56019 -1.41412 -4.87100  0.00
H5 -0.88501 1.94393 -1.52691  0.00
H6 4.15006 2.47949 1.53749  0.00
H7 0.21755 -0.40412 -6.10011  0.00
H8 1.71927 2.22288 1.10444  0.00
H9 1.17050 -1.05333 -4.75132  0.00
H10 -3.00861 -0.41516 -0.67278  0.00
H11 -3.11456 -0.34957 3.49394  0.00
H12 2.28702 -1.41160 -0.75525  0.00
H13 -4.12199 0.70138 1.63286  0.00
H14 4.74282 -1.33555 -0.34021  0.00
H15 -4.99720 -1.43349 0.94906  0.00
H16 -3.02825 -3.54772 1.68508  0.00
H17 -0.13806 1.42366 -4.83080  0.00
H18 -0.60526 2.65378 -3.08078  0.00

Forces on atoms 1 to 6 (eV/Å):
-0.252 -0.146 -0.662
-0.042 0.071 -0.014
0.024 -0.024 -0.011
0.040 0.001 -0.005
0.041 0.032 -0.024
0.076 -0.050 -0.126

No. 5
ORCA calculation (ωB97M-V with the def2-TZVPD basis set) on C16H18F12N6O12S4Zn2 as an isolated structure.

Results
frontier orbital gap	8.45	eV
HOMO	-9.50	eV
energy	-223180.0871	eV

Last column: natural (NBO) charge in e.
Element x y z (Å)
Zn1 2.70843 0.00445 -1.60749  1.76
Zn2 0.04330 -3.93778 0.44122  1.79
S1 1.88935 -2.94926 3.23695  2.31
S2 -0.07810 -0.44898 0.18506  2.37
S3 0.56503 -1.05874 -3.92650  2.31
S4 2.58433 -3.37082 -1.76995  2.34
F1 0.56060 -2.65013 5.55322  -0.31
F2 4.30576 -5.53430 -1.91979  -0.31
F3 3.86926 -4.72689 0.07539  -0.31
F4 -1.21075 0.88081 -4.35117  -0.31
F5 -2.27988 -0.33410 -1.53243  -0.30
F6 -2.74754 0.03909 0.55706  -0.30
F7 -0.56219 -2.07489 3.72827  -0.30
F8 -1.62806 1.56723 -0.67196  -0.33
F9 0.37447 0.59531 -5.89019  -0.32
F10 0.91415 -0.80278 4.54188  -0.33
F11 5.16931 -3.53361 -1.16292  -0.30
F12 -1.32391 -0.65595 -5.85086  -0.32
O1 1.11116 -2.07380 -4.85159  -0.93
O2 1.06407 -3.60846 2.18253  -1.14
O3 0.19997 0.02782 1.52539  -0.94
O4 -0.24988 -1.90447 0.09969  -1.09
O5 2.73090 -1.86984 2.75245  -0.97
O6 1.54434 -3.70371 -0.83188  -1.12
O7 0.98070 0.01910 -0.71125  -1.10
O8 -0.35885 -1.67020 -2.96037  -1.02
O9 2.91766 -1.96231 -1.62737  -1.09
O10 2.26326 -3.80272 -3.16948  -0.88
O11 1.61669 -0.23442 -3.31508  -1.10
O12 2.50913 -3.92853 4.11737  -0.93
N1 -1.45550 -4.02519 -1.16618  -0.57
N2 3.65221 0.46667 0.17850  -0.55
N3 -4.10953 6.22484 1.41671  -0.33
N4 -0.91688 4.41640 2.29612  -0.34
N5 -4.65283 -1.12386 2.52076  -0.34
N6 2.25517 2.15726 -2.13802  -0.47
C1 4.13049 -4.37031 -1.17804  0.76
C2 4.19505 1.02508 2.70000  -0.74
C3 0.57521 -2.08552 4.34415  0.74
C4 -5.51337 -0.79334 3.25169  0.29
C5 -3.40150 5.87912 0.50483  0.29
C6 -2.16081 -3.69861 -2.03153  0.53
C7 -6.52528 -0.37324 4.24414  -0.72
C8 -1.78760 0.22576 -0.42141  0.76
C9 1.31407 3.02014 2.32260  -0.74
C10 0.10440 3.79661 2.33650  0.30
C11 -2.61335 5.36101 -0.61620  -0.73
C12 1.25424 4.62202 -2.33105  -0.72
C13 -3.06373 -3.27928 -3.10936  -0.74
C14 1.83865 3.26708 -2.17261  0.42
C15 3.87217 0.72533 1.29588  0.51
C16 -0.49848 0.04171 -5.04706  0.74
H1 -3.26776 -2.22947 -2.89863  0.29
H2 2.07711 5.25573 -2.00030  0.26
H3 -6.67876 -1.19139 4.94783  0.25
H4 -2.61411 4.27380 -0.69414  0.26
H5 -7.44062 -0.06611 3.73825  0.25
H6 -3.89925 -3.97152 -3.21339  0.26
H7 -2.49528 -3.23612 -4.03839  0.29
H8 2.11504 3.75814 2.36633  0.24
H9 3.88469 2.05618 2.86914  0.25
H10 0.36807 4.70712 -1.70210  0.27
H11 -1.58246 5.53731 -0.30913  0.25
H12 -2.97613 5.86513 -1.51195  0.25
H13 5.25409 0.92007 2.93562  0.28
H14 -6.15455 0.46206 4.83823  0.26
H15 3.71504 0.39442 3.44831  0.31
H16 1.42988 2.33550 3.16280  0.27
H17 1.32181 2.49057 1.36992  0.27
H18 0.96767 4.86179 -3.35501  0.27

Forces on atoms 1 to 6 (eV/Å):
-0.753 0.058 -0.350
0.639 1.999 -0.525
0.746 -0.391 1.255
1.384 -1.212 1.453
0.088 -4.905 -1.012
-0.849 -1.542 -5.505